Record 1
# C11H18BF2NO8S2Ta

A structure of composition C11H18BF2NO8S2Ta (ωB97M-V/def2-TZVPD, OMol25).

Results
* calculated total energy: -58904.9238 eV
* relative energy (zero: lowest compared OMol25 entry of this formula, charge and spin): 50.6 kcal per mole
* highest occupied orbital energy (spin up / spin down): -7.2 / -7.3 eV
* <S²>: 0.75
* LUMO level (spin up / spin down): -0.2 / -0.2 eV
* frontier orbital gap (spin up / spin down): 6.938 / 7.123 eV

```
! RIJCOSX wB97M-V def2-TZVPD def2/J DEFGRID3
* xyz 0 2
Ta -0.573 -0.454 -1.297
C 0.754 -2.540 -3.703
O 0.981 -1.927 -2.437
C 1.682 -2.760 -1.518
C 1.875 -1.977 -0.248
O 0.567 -1.541 0.196
C 0.515 -1.113 1.596
C 0.553 -2.285 2.536
O -0.576 -3.095 2.319
C -0.627 -4.185 3.211
H 1.707 -2.827 -4.150
H 0.263 -1.801 -4.331
H 0.114 -3.420 -3.595
H 2.656 -3.032 -1.933
H 1.099 -3.670 -1.335
H 2.492 -1.088 -0.388
H 2.317 -2.623 0.509
H -0.422 -0.570 1.685
H 1.343 -0.423 1.762
H 0.561 -1.875 3.556
H 1.471 -2.879 2.425
H -0.681 -3.844 4.251
H 0.251 -4.833 3.101
H -1.523 -4.757 2.978
O -2.163 -1.000 -0.164
N -3.359 -0.448 -0.431
C -4.190 -0.256 0.607
C -5.418 0.306 0.399
C -5.778 0.675 -0.898
C -4.896 0.479 -1.935
C -3.639 -0.077 -1.699
S -2.411 -0.310 -2.902
H -3.790 -0.562 1.561
H -6.077 0.466 1.239
H -6.740 1.131 -1.086
H -5.134 0.779 -2.945
O 2.237 2.798 -1.609
S 1.568 1.816 -0.825
O 2.335 1.147 0.202
O 0.296 2.402 -0.207
O 1.018 0.692 -1.761
F -1.370 1.398 1.142
B -0.989 1.602 -0.207
F -1.991 2.339 -0.848
*
```

Atom charges from the Mulliken analysis, given in e for atoms 1 to 2: number 1, Ta, carries 1.00; number 2, C, carries -0.95

Record 2
# C2H6F6LiNO7S2

A structure of composition C2H6F6LiNO7S2 in a non-equilibrium geometry (ωB97M-V/def2-TZVPD, OMol25).

Results
* calculated total energy: -56164.2398 eV
* relative energy (zero: lowest compared OMol25 entry of this formula, charge and spin): 8.0 kcal per mole
* highest occupied orbital energy (spin up / spin down): -15.6 / -15.5 eV
* <S²>: 0.76
* LUMO level (spin up / spin down): -3.8 / -10.0 eV
* frontier orbital gap (spin up / spin down): 11.757 / 5.489 eV

```
! RIJCOSX wB97M-V def2-TZVPD def2/J DEFGRID3
* xyz 1 2
Li 1.334 0.312 -0.614
C -2.930 1.146 -0.228
F -2.330 2.282 -0.441
F -3.327 1.042 1.065
F -3.999 1.190 -1.029
S -1.761 -0.289 -0.697
O -2.551 -1.455 -0.442
O -1.451 -0.036 -2.146
N -0.358 -0.094 0.350
S -0.583 -1.092 1.494
O -1.912 -1.101 2.123
O 0.030 -2.421 1.287
C 0.573 -0.243 2.866
F 0.206 0.985 2.983
F 0.378 -0.819 4.052
F 1.837 -0.243 2.547
O 2.899 1.522 0.008
H 3.408 1.897 0.728
H 3.557 1.217 -0.617
O 1.285 -1.631 -1.497
H 2.032 -2.209 -1.655
H 0.519 -2.171 -1.687
O 1.181 0.955 -2.521
H 0.539 0.246 -2.484
H 1.425 1.010 -3.445
*
```

Atom charges from the Mulliken analysis, given in e for atoms 1 to 2: number 1, Li, carries 0.97; number 2, C, carries 0.66

Record 3
# C4H6N2OS

A structure of composition C4H6N2OS in a non-equilibrium geometry (ωB97M-V/def2-TZVPD, OMol25).

Results
* calculated total energy: -20104.0404 eV
* relative energy (zero: lowest compared OMol25 entry of this formula, charge and spin): 122.2 kcal per mole
* highest occupied orbital energy: -8.7 eV
* LUMO level: -0.1 eV
* frontier orbital gap: 8.581 eV

```
! RIJCOSX wB97M-V def2-TZVPD def2/J DEFGRID3
* xyz 0 1
C -0.605 -1.461 -0.447
C -0.433 0.864 -0.808
C -1.231 -0.213 -0.825
C 1.306 -0.363 0.311
N 0.574 -1.500 0.120
N 0.783 0.819 -0.260
O 1.652 1.815 -0.228
S 2.900 -0.427 0.646
H -1.261 -2.271 -0.526
H -0.794 1.808 -1.216
H -2.106 -0.019 -1.290
H 0.480 0.093 2.605
H 1.136 -0.180 2.199
H 2.692 1.295 -0.037
*
```

Atom charges from the Mulliken analysis, given in e for atoms 1 to 2: number 1, C, carries -0.04; number 2, C, carries 0.04

Record 4
# C42H108AsF12N8O11S2

A structure of composition C42H108AsF12N8O11S2 in a non-equilibrium geometry (ωB97M-V/def2-TZVPD, OMol25).

Results
* calculated total energy: -194820.1180 eV
* highest occupied orbital energy: -18.5 eV
* LUMO level: -9.3 eV
* frontier orbital gap: 9.238 eV

```
! RIJCOSX wB97M-V def2-TZVPD def2/J DEFGRID3
* xyz 5 1
C 3.378 0.718 2.639
F 3.777 0.897 1.405
F 4.420 0.554 3.410
F 2.620 1.743 3.025
S 2.305 -0.885 2.764
O 2.726 -1.785 1.721
O 2.498 -1.427 4.087
N 0.704 -0.288 2.601
S 0.377 -0.422 1.020
O 1.411 0.083 0.131
O -0.263 -1.713 0.804
C -1.067 0.838 0.774
F -2.174 0.289 1.244
F -0.798 1.965 1.429
F -1.166 1.101 -0.541
C -5.710 5.064 -2.689
C -4.266 4.721 -2.371
N -3.819 5.322 -1.025
C -4.060 6.804 -1.121
C -4.592 4.799 0.171
C -4.653 3.282 0.205
C -2.344 4.964 -0.960
C -1.545 5.353 0.254
O -1.680 6.742 0.450
C -0.736 7.308 1.356
H -6.083 4.717 -3.659
H -5.919 6.128 -2.807
H -6.497 4.649 -2.055
H -3.621 5.215 -3.091
H -4.145 3.644 -2.316
H -3.551 7.275 -0.282
H -5.097 7.119 -1.105
H -3.548 7.155 -2.016
H -5.573 5.264 0.090
H -4.201 5.150 1.125
H -5.176 2.831 -0.642
H -5.322 2.969 1.009
H -3.657 2.855 0.304
H -1.882 5.364 -1.863
H -2.266 3.890 -1.137
H -0.479 5.173 0.072
H -1.802 4.764 1.143
H -0.935 8.377 1.360
H 0.282 7.251 0.950
H -0.804 6.770 2.301
C 5.457 1.666 -1.608
C 6.013 2.783 -2.482
N 7.219 3.486 -1.874
C 8.356 2.466 -1.804
C 7.737 4.612 -2.777
C 7.816 4.297 -4.264
C 6.968 4.231 -0.540
C 5.604 4.873 -0.222
O 4.516 4.011 -0.252
C 3.272 4.651 -0.243
H 4.383 1.686 -1.806
H 5.640 1.840 -0.555
H 5.859 0.679 -1.835
H 5.302 3.557 -2.757
H 6.335 2.345 -3.427
H 7.947 1.792 -1.050
H 9.361 2.862 -1.752
H 8.254 1.901 -2.731
H 8.685 4.945 -2.363
H 7.048 5.446 -2.641
H 6.822 4.360 -4.709
H 8.292 3.390 -4.639
H 8.412 5.052 -4.783
H 7.636 5.089 -0.501
H 7.324 3.500 0.187
H 5.468 5.643 -0.999
H 5.750 5.434 0.707
H 2.517 3.874 -0.378
H 3.166 5.437 -1.000
H 2.985 5.135 0.701
C -2.924 -1.122 -8.081
C -3.808 -0.788 -6.889
N -4.476 -1.991 -6.240
C -5.676 -2.302 -7.104
C -3.556 -3.210 -6.187
C -4.146 -4.373 -5.401
C -5.034 -1.731 -4.844
C -4.022 -1.575 -3.685
O -2.970 -0.686 -4.050
C -2.473 0.132 -2.969
H -2.043 -1.660 -7.728
H -2.547 -0.278 -8.654
H -3.415 -1.773 -8.806
H -4.576 -0.046 -7.102
H -3.252 -0.363 -6.054
H -5.432 -2.634 -8.112
H -6.307 -1.420 -7.177
H -6.268 -3.108 -6.672
H -2.653 -2.816 -5.725
H -3.429 -3.542 -7.212
H -3.571 -5.236 -5.763
H -5.171 -4.671 -5.611
H -3.904 -4.486 -4.344
H -5.767 -2.506 -4.627
H -5.664 -0.846 -4.951
H -3.559 -2.547 -3.519
H -4.535 -1.169 -2.814
H -1.640 0.720 -3.343
H -2.257 -0.392 -2.042
H -3.282 0.852 -2.803
C 0.848 -0.433 6.858
C -0.511 -0.716 6.229
C -1.681 -0.426 7.140
O -2.898 -0.863 6.588
C -3.995 -0.713 7.466
N -0.626 0.192 4.999
H -0.406 1.159 5.235
H -0.059 -0.160 4.187
H -1.572 0.120 4.613
H 1.187 0.605 6.851
H 1.643 -0.943 6.308
H 0.875 -0.808 7.880
H -0.524 -1.673 5.707
H -1.755 0.636 7.397
H -1.418 -0.923 8.082
H -3.924 0.170 8.099
H -4.212 -1.641 8.008
H -4.964 -0.622 6.962
C 4.328 -3.900 -1.876
C 3.561 -2.611 -1.981
C 2.024 -2.718 -1.975
O 1.344 -1.536 -2.279
C 1.498 -1.061 -3.614
N 4.074 -1.674 -0.910
H 5.091 -1.674 -0.816
H 3.569 -0.783 -0.932
H 3.692 -2.038 -0.026
H 3.985 -4.616 -1.129
H 5.401 -3.723 -1.808
H 4.171 -4.388 -2.843
H 3.795 -2.142 -2.938
H 1.668 -3.014 -0.981
H 1.769 -3.517 -2.685
H 1.174 -1.830 -4.324
H 2.464 -0.657 -3.911
H 0.727 -0.294 -3.696
C -1.282 -4.429 -1.353
C -1.685 -4.500 0.086
C -2.947 -3.730 0.440
O -3.343 -3.923 1.768
C -4.424 -3.068 2.151
N -1.897 -5.933 0.617
H -1.840 -5.922 1.641
H -2.870 -6.258 0.547
H -1.300 -6.669 0.234
H -1.952 -4.802 -2.127
H -0.287 -4.835 -1.559
H -1.049 -3.384 -1.588
H -0.848 -4.197 0.715
H -3.735 -4.063 -0.251
H -2.721 -2.667 0.299
H -5.266 -3.267 1.490
H -4.136 -2.021 2.269
H -4.668 -3.367 3.170
C -1.045 -4.437 8.916
C -1.673 -4.210 7.547
C -0.620 -4.294 6.478
O -1.209 -4.381 5.188
C -0.438 -3.958 4.079
N -2.808 -5.177 7.248
H -3.680 -4.857 7.667
H -2.889 -5.035 6.229
H -2.588 -6.170 7.354
H -0.817 -5.487 9.097
H -1.866 -4.301 9.637
H -0.324 -3.736 9.326
H -2.170 -3.246 7.412
H 0.112 -5.100 6.596
H -0.050 -3.365 6.590
H -0.063 -4.861 3.581
H 0.467 -3.387 4.311
H -0.993 -3.375 3.342
As 7.414 -1.781 0.592
F 5.973 -2.645 1.016
F 6.965 -1.963 -1.143
F 8.815 -0.899 0.013
F 7.805 -1.579 2.266
F 8.291 -3.282 0.478
F 6.441 -0.287 0.487
*
```

Atom charges from the Mulliken analysis, given in e for atoms 1 to 2: number 1, C, carries 0.53; number 2, F, carries -0.15

Record 5
# C22H37BrHfNO2P3

A structure of composition C22H37BrHfNO2P3 in a non-equilibrium geometry (ωB97M-V/def2-TZVPD, OMol25).

Results
* calculated total energy: -128172.0860 eV
* relative energy (zero: lowest compared OMol25 entry of this formula, charge and spin): 0.0 kcal per mole
* highest occupied orbital energy: -20.0 eV
* LUMO level: -15.1 eV
* frontier orbital gap: 4.851 eV

```
! RIJCOSX wB97M-V def2-TZVPD def2/J DEFGRID3
* xyz 4 1
P 2.803 -0.302 -0.065
C 3.445 -0.419 1.628
H 4.542 -0.437 1.577
H 3.088 -1.330 2.121
H 3.117 0.453 2.204
C 3.449 -1.864 -0.758
H 3.305 -1.911 -1.842
H 2.926 -2.714 -0.301
H 4.521 -1.937 -0.528
C 3.924 0.986 -0.720
H 4.960 0.623 -0.659
H 3.818 1.890 -0.108
H 3.682 1.239 -1.757
P -0.901 3.115 -0.528
C -0.980 3.993 1.045
H -1.421 4.985 0.874
H 0.024 4.102 1.469
H -1.605 3.426 1.743
C 0.113 4.269 -1.521
H 0.080 4.027 -2.588
H 1.157 4.207 -1.186
H -0.248 5.296 -1.366
C -2.613 3.354 -1.124
H -2.806 4.427 -1.269
H -3.309 2.955 -0.376
H -2.788 2.826 -2.067
P -2.188 -1.769 -0.022
C -2.895 -1.983 1.633
H -3.627 -2.801 1.590
H -3.390 -1.062 1.955
H -2.109 -2.235 2.353
C -3.724 -1.607 -1.000
H -4.431 -2.381 -0.673
H -3.531 -1.707 -2.073
H -4.163 -0.617 -0.814
C -1.608 -3.471 -0.351
H -2.481 -4.127 -0.476
H -0.999 -3.830 0.488
H -0.993 -3.509 -1.257
Hf -0.066 0.234 -1.007
C 1.057 1.594 0.624
O 1.503 2.215 1.521
C -1.761 0.748 0.620
O -2.472 1.085 1.497
C -1.416 0.109 -2.823
C -0.784 -1.143 -2.681
C 0.613 -1.231 -2.566
C 1.394 -0.063 -2.744
C 0.774 1.194 -2.853
C -0.631 1.277 -2.901
H -2.501 0.179 -2.904
H -1.380 -2.061 -2.709
H 1.093 -2.201 -2.410
H 2.478 -0.135 -2.830
H 1.382 2.100 -2.957
H -1.118 2.236 -3.103
Br 1.471 -4.775 2.653
C 0.880 -2.967 2.907
C 0.658 -2.445 4.177
C 0.243 -1.109 4.270
C 0.054 -0.367 3.099
N 0.248 -0.888 1.881
C 0.667 -2.159 1.774
H 0.814 -3.075 5.042
H 0.062 -0.630 5.231
H -0.269 0.677 3.160
H 0.859 -2.558 0.778
*
```

Atom charges from the Mulliken analysis, given in e for atoms 1 to 2: number 1, P, carries 0.68; number 2, C, carries -1.15

Record 6
# C28H54N3O20

A cluster of 7 separate species, C28H54N3O20 in total in a non-equilibrium geometry (ωB97M-V/def2-TZVPD, OMol25).

Results
* calculated total energy: -75323.3088 eV
* highest occupied orbital energy: -11.7 eV
* LUMO level: -3.9 eV
* frontier orbital gap: 7.835 eV

```
! RIJCOSX wB97M-V def2-TZVPD def2/J DEFGRID3
* xyz 1 1
O -5.977 3.564 -10.027
N -6.242 2.423 -10.007
O -6.528 1.998 -8.713
C -6.142 0.606 -8.674
C -4.596 0.499 -8.364
N -4.023 -0.705 -7.999
C -2.630 -0.371 -7.854
C -2.438 1.032 -8.116
N -3.736 1.545 -8.428
H -6.312 0.120 -9.676
H -6.711 0.081 -7.852
H -4.467 -1.611 -7.861
H -1.806 -1.064 -7.573
H -1.534 1.679 -8.128
H -3.874 2.529 -8.659
C -2.069 4.673 -4.870
C -0.744 5.392 -5.031
O 0.107 5.160 -3.906
C 0.682 3.950 -3.862
O 0.547 3.071 -4.679
O 1.405 3.877 -2.742
C 1.988 2.593 -2.514
H -2.543 4.948 -3.926
H -2.744 4.919 -5.693
H -1.932 3.590 -4.853
H -0.918 6.468 -5.073
H -0.240 5.111 -5.959
H 2.579 2.267 -3.370
H 1.207 1.866 -2.286
H 2.648 2.672 -1.651
C -4.757 1.411 -5.159
C -5.876 1.494 -4.138
O -5.746 0.474 -3.145
C -4.788 0.686 -2.226
O -4.059 1.643 -2.175
O -4.769 -0.362 -1.399
C -3.716 -0.313 -0.433
H -4.707 0.409 -5.595
H -4.908 2.140 -5.958
H -3.786 1.605 -4.701
H -6.833 1.325 -4.634
H -5.925 2.481 -3.673
H -3.739 0.620 0.131
H -2.752 -0.440 -0.928
H -3.860 -1.138 0.262
C 0.135 -2.235 3.479
C 1.477 -1.561 3.271
O 1.404 -0.555 2.252
C 0.807 0.590 2.612
O 0.346 0.839 3.695
O 0.790 1.401 1.545
C 0.081 2.622 1.763
H -0.247 -2.629 2.535
H 0.221 -3.053 4.197
H -0.610 -1.531 3.854
H 2.201 -2.301 2.927
H 1.865 -1.139 4.201
H 0.460 3.150 2.639
H -0.986 2.418 1.869
H 0.228 3.254 0.889
C 6.301 -0.501 3.679
C 5.181 -0.419 4.699
O 5.307 -1.442 5.693
C 6.257 -1.237 6.617
O 6.988 -0.284 6.681
O 6.268 -2.295 7.438
C 7.313 -2.256 8.411
H 6.350 -1.501 3.243
H 6.150 0.229 2.882
H 7.271 -0.308 4.139
H 4.226 -0.588 4.200
H 5.131 0.567 5.166
H 7.288 -1.328 8.982
H 8.280 -2.381 7.922
H 7.159 -3.089 9.096
C -7.216 0.398 1.449
C -8.098 0.031 2.626
O -7.318 -0.346 3.766
C -6.736 0.664 4.427
O -6.820 1.833 4.151
O -6.022 0.143 5.432
C -5.260 1.108 6.159
H -6.519 -0.413 1.224
H -7.820 0.604 0.563
H -6.614 1.283 1.663
H -8.705 -0.838 2.365
H -8.787 0.839 2.882
H -5.891 1.921 6.519
H -4.455 1.495 5.533
H -4.820 0.604 7.018
C 10.041 -5.321 0.984
C 10.414 -4.407 2.135
O 9.262 -4.030 2.900
C 8.777 -4.975 3.717
O 9.223 -6.083 3.864
O 7.691 -4.478 4.324
C 7.009 -5.423 5.150
H 9.266 -4.862 0.366
H 10.913 -5.533 0.363
H 9.640 -6.269 1.344
H 10.838 -3.483 1.739
H 11.171 -4.858 2.780
H 7.683 -5.871 5.880
H 6.547 -6.193 4.531
H 6.224 -4.891 5.687
*
```

Atom charges from the Mulliken analysis, given in e for atoms 1 to 2: number 1, O, carries -0.30; number 2, N, carries 0.09